(1)
DFT (ωB97M-V/def2-TZVPD) results for C6H12N2O as an isolated structure.

The geometry in XYZ format:
```
21
Properties=species:S:1:pos:R:3:forces:R:3:mulliken_charge:R:1
C -2.169 1.076 0.575 -0.0450 -0.0337 -0.0163 -1.156
C -1.643 -0.098 -0.199 -0.2059 0.0626 0.0543 0.074
N 1.666 0.325 1.523 -3.1991 -1.6031 1.0923 -0.419
N -2.189 -0.649 -1.198 -0.0672 -0.2988 0.1348 -0.721
H 1.449 1.307 1.715 -0.0952 -0.2585 0.2893 0.284
H 1.753 -0.201 2.389 0.4763 0.5524 0.4368 0.267
H -3.091 -0.237 -1.435 0.1717 0.2333 -0.0042 0.269
H -2.443 0.748 1.579 -0.0254 0.0513 0.0419 0.279
H -1.387 1.827 0.698 -0.0336 0.0178 -0.0105 0.263
H -3.035 1.518 0.083 0.0326 -0.0339 0.0077 0.444
C 1.888 -1.364 -0.759 0.1604 0.4614 0.5602 -1.318
C 0.879 -0.270 -0.557 -1.3357 0.1402 -1.7560 0.490
C -0.338 -0.704 0.297 0.6613 -0.0301 -1.9403 0.754
C 0.897 0.917 -1.192 0.0866 -0.8813 0.4547 -1.024
O -0.037 -0.316 1.588 3.3386 1.5597 0.6557 -0.523
H -0.423 -1.797 0.209 -0.0993 0.1220 0.1958 0.379
H 2.094 -1.885 0.174 0.0976 -0.0419 0.0726 0.310
H 1.471 -2.097 -1.452 -0.0090 0.0931 -0.1189 0.310
H 2.815 -0.959 -1.158 0.0936 -0.0648 -0.0821 0.415
H 1.834 1.358 -1.502 0.0900 -0.2518 -0.5308 0.330
H 0.008 1.500 -1.379 -0.0934 0.2042 0.4628 0.294
```
Forces are in eV/Å.

As for the HOMO energy: -8.726 eV.

(2)
DFT (ωB97M-V/def2-TZVPD) results for C34H57N3O2SeSiYb as an isolated structure.

The geometry in XYZ format:
```
99
Properties=species:S:1:pos:R:3:forces:R:3:mulliken_charge:R:1
O 0.391 1.859 0.400 -0.1989 0.1087 -0.1661 -0.237
O -2.599 0.678 -3.545 0.0058 0.1382 -0.5433 -0.244
C -0.708 2.734 0.774 0.3209 0.0774 -0.4627 -0.357
C -0.237 4.038 1.376 -0.0129 0.2250 0.2276 -1.023
H -1.320 2.160 1.486 0.0899 0.0885 -0.1194 0.533
H -1.299 2.908 -0.134 -0.0871 -0.0744 0.3386 0.257
H 0.425 3.896 2.239 -0.1257 -0.1040 -0.3198 0.095
H -1.110 4.594 1.729 0.0683 -0.0057 -0.1071 0.499
H 0.282 4.659 0.638 -0.1135 -0.1150 0.1464 0.285
C 1.310 2.377 -0.600 -0.0312 0.2295 0.2415 0.441
C 0.616 2.893 -1.843 -0.0351 -0.0277 -0.1664 -1.766
H 1.978 1.539 -0.836 -0.1601 0.1749 0.1196 -0.207
H 1.903 3.165 -0.117 -0.0129 -0.2079 -0.1505 0.189
H -0.058 2.154 -2.297 0.1331 0.0699 0.1779 0.427
H 1.389 3.133 -2.581 -0.1333 0.0301 0.0933 0.469
H 0.049 3.809 -1.641 0.1313 -0.1427 -0.0988 0.353
C -2.419 -0.396 -4.488 -0.1834 0.2092 0.3137 -0.252
C -3.335 1.815 -4.022 0.1189 -0.3476 0.0584 -0.251
C -1.002 -0.445 -5.036 0.0295 0.0810 -0.0476 -1.174
H -3.141 -0.320 -5.324 0.1427 -0.0066 0.4319 0.418
H -2.629 -1.314 -3.915 -0.0369 0.1711 -0.3094 0.272
H -0.742 0.488 -5.550 -0.0302 -0.2150 0.1433 0.334
H -0.925 -1.262 -5.759 0.0475 0.0397 0.0550 0.413
H -0.277 -0.628 -4.233 -0.1381 0.0940 -0.1169 0.099
C -2.697 2.518 -5.211 -0.0166 0.0197 -0.0538 -1.289
H -3.387 2.493 -3.160 -0.0478 -0.1793 -0.1952 0.298
H -4.361 1.500 -4.285 0.2312 0.1145 0.1277 0.297
H -1.637 2.739 -5.036 -0.2021 -0.0711 0.0233 0.246
H -3.216 3.465 -5.382 0.0331 -0.0829 -0.0424 0.414
H -2.792 1.920 -6.125 0.1010 0.1225 0.1537 0.330
H -2.936 -0.236 -1.496 -0.2901 -0.3775 0.1717 -0.025
N 2.527 0.266 2.732 0.1993 0.0849 -0.2626 1.748
C 3.410 -0.826 3.402 -0.5730 1.7102 0.3150 1.582
C 3.678 -1.956 2.534 1.2443 -0.1274 0.4078 -2.238
C 2.680 -2.618 1.819 -2.3486 -0.4016 -1.9254 1.096
C 4.596 -0.213 4.102 0.3766 -0.2735 0.3250 -1.698
H 4.312 0.715 4.609 0.0387 -0.1887 -0.1319 0.313
H 5.417 -0.008 3.402 -0.2077 -0.0031 0.1706 0.386
H 4.952 -0.906 4.872 0.0007 0.0279 -0.1376 0.482
C 2.723 -4.117 1.706 0.7425 -0.1520 -0.2540 -1.529
H 2.795 -4.449 0.660 -0.0996 0.0537 0.2453 0.267
H 1.826 -4.570 2.157 0.2823 0.2920 -0.1510 0.212
H 3.602 -4.472 2.259 -0.3090 -0.1173 -0.2015 0.529
N 1.710 -1.918 1.217 1.5882 -0.4762 0.5866 1.359
C 3.017 1.610 2.608 0.2073 0.1957 -0.1336 0.042
C 2.571 2.727 3.349 0.7038 -0.1924 -0.3179 0.594
C 1.528 2.707 4.423 -0.5086 0.0312 0.4609 -1.621
C 3.208 3.952 3.108 0.1505 0.0545 -0.5068 -0.510
H 2.889 4.830 3.685 0.1494 -0.3811 -0.2418 0.453
C 4.221 4.079 2.155 0.1135 0.0872 0.2724 -0.904
H 4.721 5.041 2.023 -0.2060 -0.2750 0.0008 0.437
C 4.631 2.972 1.410 -0.2924 0.1676 0.1444 -1.065
H 5.424 3.054 0.661 -0.2882 0.0513 0.2566 0.469
C 4.009 1.745 1.605 -0.2613 0.4598 0.3390 0.831
C 4.387 0.586 0.741 0.3540 -0.5763 -0.2914 -0.832
C 0.903 -2.466 0.189 -0.4573 -1.2688 -0.1805 -1.063
C -0.306 -3.112 0.535 0.6694 0.1323 -0.3957 1.504
C -0.775 -3.071 1.961 -0.2672 -0.3704 0.4168 -1.348
C -0.968 -3.841 -0.455 -0.0505 0.1627 -0.2976 -0.913
H -1.845 -4.434 -0.176 0.2143 0.2956 -0.1749 0.455
C -0.510 -3.826 -1.778 0.0356 0.0531 0.2312 -0.842
H -1.051 -4.386 -2.544 0.1906 0.1353 0.2569 0.478
C 0.624 -3.085 -2.129 -0.2719 -0.0277 0.1578 -0.934
H 0.970 -3.059 -3.167 -0.1528 -0.0151 0.3763 0.485
C 1.345 -2.397 -1.155 -0.2746 -0.1171 0.5537 0.542
C 2.585 -1.621 -1.467 0.5424 0.0751 -0.3255 -0.842
Yb 0.421 -0.083 1.608 -0.1104 0.0707 0.0387 0.927
H 0.871 3.579 4.318 0.1648 -0.0757 0.0850 0.482
H 2.005 2.791 5.410 -0.1628 -0.1043 -0.1942 0.472
H 0.910 1.805 4.414 0.2508 0.3922 0.1499 0.212
H 3.749 -0.279 0.935 0.1259 0.2245 -0.2311 -0.353
H 5.427 0.268 0.926 -0.2871 0.1474 -0.1359 0.292
H 4.298 0.827 -0.330 0.1361 0.0267 0.3347 0.567
H -1.799 -3.458 2.034 0.2279 0.1573 0.0262 0.450
H -0.787 -2.058 2.421 -0.0341 -0.4918 -0.1113 0.253
H -0.144 -3.688 2.622 -0.1957 0.3263 -0.1206 0.216
H 3.402 -1.861 -0.771 -0.2254 0.1078 -0.2360 0.278
H 2.414 -0.533 -1.408 0.0313 -0.3190 0.0493 -0.001
H 2.940 -1.835 -2.482 -0.1185 0.0450 0.1927 0.533
H 4.714 -2.322 2.443 -0.6647 -0.1635 0.3553 0.500
C -3.277 -1.142 -0.962 0.1995 0.0736 -0.1482 0.262
Si -5.160 -1.286 -0.844 -0.2390 0.0168 -0.1076 0.278
H -2.864 -2.005 -1.503 -0.0206 0.1472 0.1773 -0.206
H -2.826 -1.141 0.042 -0.0914 -0.0496 -0.0640 0.040
C -5.871 0.418 -0.484 0.0279 0.0089 0.0504 -0.975
C -5.635 -2.491 0.524 0.0982 0.0343 0.0362 -1.052
C -5.917 -1.947 -2.439 0.1544 0.0717 -0.0294 -1.002
H -7.012 -1.998 -2.346 0.2951 0.0242 -0.0243 0.351
H -5.551 -2.960 -2.660 -0.0832 0.2238 0.0161 0.323
H -5.677 -1.301 -3.296 -0.0787 -0.1523 0.1328 0.284
H -5.631 0.728 0.543 -0.0808 0.0040 -0.1954 0.311
H -6.964 0.421 -0.596 0.2510 0.0260 0.0644 0.307
H -5.453 1.166 -1.173 -0.1140 -0.1365 0.1283 0.265
H -5.054 -2.306 1.438 -0.1629 -0.0598 -0.1154 0.304
H -5.454 -3.528 0.208 -0.0450 0.2153 0.1061 0.312
H -6.702 -2.392 0.772 0.2690 -0.0586 -0.0554 0.306
Se 1.690 -2.157 5.621 0.2610 0.0510 -0.4885 -0.117
C 2.158 -1.049 4.287 -1.3042 1.7190 -0.8606 -0.665
N 1.454 -0.047 3.652 0.6935 -1.6459 1.6635 -0.930
```
Forces are in eV/Å.

The spin multiplicity is 2. The total charge is +1. As for the HOMO energy (spin up / spin down): -9.727 / -9.727 eV.

(3)
DFT (ωB97M-V/def2-TZVPD) results for a 12-piece molecular cluster, C14H52O19 overall.

The geometry in XYZ format:
```
85
Properties=species:S:1:pos:R:3:forces:R:3:mulliken_charge:R:1
O 5.261 -2.040 2.917 -0.0995 0.4149 -0.8968 -0.665
H 4.666 -1.417 2.448 0.4313 -0.5057 0.3289 0.341
H 5.939 -2.236 2.245 -0.3985 0.1248 0.4505 0.314
O 2.545 -3.349 -1.173 0.1139 -0.1913 0.0034 -0.641
H 3.212 -4.050 -1.220 -0.2154 0.4436 0.0983 0.260
H 2.938 -2.574 -0.737 0.1340 -0.0316 0.0309 0.336
O 0.316 -2.837 -2.778 -0.2151 -0.5806 0.3964 -0.726
H 1.080 -3.111 -2.241 0.1976 0.1023 -0.0807 0.391
H 0.583 -2.083 -3.289 0.2096 0.4989 -0.4160 0.274
O 0.653 0.989 -3.849 -0.2432 -1.3948 1.2337 -0.705
H 0.857 1.906 -3.950 0.2044 0.9240 0.0386 0.282
H 0.603 0.833 -2.871 -0.0441 0.5201 -1.1474 0.301
O 5.815 -0.094 -0.958 -0.5259 0.2137 0.3074 -0.619
H 6.249 -0.457 -1.725 0.1196 -0.1342 -0.3691 0.280
H 4.971 0.285 -1.272 0.4400 -0.2175 -0.0062 0.370
C -0.174 -3.182 4.170 -1.8775 -0.8404 -0.1699 -0.732
C -1.159 -2.995 3.001 0.9349 -0.9338 0.6055 -0.284
O -1.279 -1.612 2.738 -0.0778 -0.2060 -1.5796 -0.413
O -0.826 -2.593 5.311 1.2981 0.7230 -0.2084 -0.525
H 0.816 -2.779 3.969 -0.2151 0.5086 0.2513 0.317
H -0.055 -4.257 4.320 0.1415 -0.1005 0.1051 0.381
H -2.136 -3.461 3.252 0.4158 0.3257 0.0164 0.363
H -0.770 -3.578 2.143 -0.2490 0.8795 0.0290 0.241
H -1.453 -1.125 3.537 -0.0205 -0.0211 0.8521 0.221
H -1.441 -3.221 5.671 -0.2962 -0.4316 0.1482 0.324
C -3.836 0.430 1.608 0.5554 0.1698 0.7741 -0.460
C -4.554 1.243 0.554 0.0246 0.1334 0.0390 -0.369
O -4.723 0.471 -0.613 0.0254 -0.0442 -0.4163 -0.603
O -2.500 0.228 1.118 -0.2577 -1.1409 -0.1061 0.036
H -4.405 -0.497 1.824 0.5400 0.1931 -0.4404 0.317
H -3.690 0.936 2.582 -0.6477 0.1977 -0.3390 0.303
H -4.022 2.212 0.374 -0.2399 -0.6623 0.0664 0.014
H -5.568 1.473 0.897 0.1405 0.1014 0.0429 0.436
H -3.892 0.309 -1.109 -0.1771 0.3606 0.5199 0.290
H -2.109 -0.597 1.497 -0.2627 0.5568 -0.0427 -0.048
C 5.213 3.085 -1.511 -0.3571 0.1534 -0.1362 -0.696
C 3.885 2.766 -0.854 -0.6037 0.2605 0.2515 0.141
O 3.472 1.528 -1.476 -0.3964 0.4084 0.5013 -0.632
O 5.046 3.207 -2.918 0.3642 0.5996 0.2700 -0.567
H 5.909 2.296 -1.265 0.2804 -0.3249 0.0437 0.336
H 5.653 4.011 -1.167 -0.1218 0.3171 0.1354 0.387
H 3.110 3.546 -1.024 0.5354 -0.3292 -0.3315 0.214
H 3.896 2.661 0.251 0.5087 -0.1263 -0.4711 0.210
H 2.501 1.502 -1.358 0.0173 -0.3886 -0.0689 0.227
H 4.641 2.406 -3.242 -0.2634 -0.4546 -0.0425 0.339
C -2.879 2.685 -2.377 1.0502 -0.2296 0.3195 -0.318
C -2.819 1.490 -3.351 -0.2220 0.7471 0.7295 -0.543
O -2.582 0.333 -2.546 0.3087 -0.5735 0.3641 -0.357
O -1.669 2.868 -1.572 -0.7477 0.0807 -1.0154 -0.410
H -3.698 2.537 -1.693 -0.5323 0.0467 0.1291 0.077
H -3.024 3.624 -2.940 0.0999 -0.4463 0.2349 0.391
H -2.044 1.748 -4.073 0.2600 -0.7677 -0.1012 0.306
H -3.791 1.422 -3.840 -0.0395 -0.0035 -0.1790 0.435
H -2.726 -0.565 -2.914 0.0967 1.1978 -0.3953 0.196
H -1.395 2.028 -1.183 -0.1432 -0.1643 -0.1240 0.150
C -2.118 -3.031 -0.477 0.7474 0.8821 -1.5793 1.336
C -3.330 -3.465 0.241 -1.2756 -1.6415 0.8312 -0.513
O -3.232 -4.933 0.399 -0.6805 1.2694 -0.3212 -0.610
O -2.045 -3.745 -1.727 0.1156 0.4472 0.6550 -0.639
H -1.206 -3.177 0.095 0.1161 -0.4597 0.3128 -0.133
H -2.115 -1.951 -0.684 -0.3685 0.0642 0.0605 -0.530
H -4.292 -3.174 -0.255 0.8811 -0.3362 -0.0063 0.288
H -3.431 -3.057 1.264 0.4160 -0.1401 -0.4310 0.001
H -3.334 -5.287 -0.503 0.2596 0.1831 0.4420 0.366
H -1.186 -3.493 -2.125 -0.4137 -0.0922 -0.0841 0.468
C -0.983 3.411 1.486 0.4990 0.1311 0.8185 -0.299
C 0.306 4.149 1.236 0.5899 -0.6033 0.7622 -0.435
O 1.269 3.453 2.112 -0.1856 1.1585 -0.5304 -0.525
O -0.638 2.051 1.306 -0.9093 -0.1681 -0.0615 -0.094
H -1.759 3.761 0.817 -0.1974 -0.0787 -0.3569 0.247
H -1.314 3.561 2.532 0.1610 0.0725 -0.3328 0.406
H 0.198 5.224 1.455 0.2358 -0.3663 0.0046 0.479
H 0.597 3.989 0.189 0.0154 0.2242 0.1663 0.091
H 1.976 4.057 2.378 -0.2770 -0.0458 -0.2207 0.280
H -1.460 1.510 1.342 0.3854 -0.1884 -0.1710 0.002
C 0.681 -0.332 -0.361 0.0160 0.4202 1.2482 0.995
C 1.642 -0.693 0.764 -0.2081 -0.1389 0.3021 -0.642
O 2.983 -0.761 0.334 0.7698 -0.1941 -0.4732 -0.494
O 0.845 1.052 -0.649 0.0000 0.0945 -0.0583 0.166
H -0.357 -0.545 -0.121 -0.1774 0.0495 0.3779 -0.825
H 0.864 -0.877 -1.240 0.5735 -0.8027 -1.1792 0.265
H 1.451 -1.686 1.201 -0.2747 0.3826 -0.1036 0.378
H 1.581 0.085 1.542 -0.3651 -0.3014 0.0269 0.276
H 3.268 0.077 -0.075 -0.2526 -0.2434 0.0981 0.276
H 0.528 1.481 0.182 -0.1543 0.4634 -0.4302 -0.072
```
Forces are in eV/Å.

The structure (SMILES) is OCCO.OCCO.OCCO.OCCO.OCCO.OCCO.OCCO.O.O.O.O.O. As for the HOMO energy: -9.918 eV.

(4)
DFT (ωB97M-V/def2-TZVPD) results for C13H18InN3O3S as an isolated structure.

The geometry in XYZ format:
```
39
Properties=species:S:1:pos:R:3:forces:R:3:mulliken_charge:R:1
In 1.045 0.155 -0.442 0.0559 -1.3594 1.1560 1.641
C 0.559 -1.030 3.965 0.2811 0.2149 0.0233 -1.492
C 0.629 -1.234 2.486 -0.5977 -1.0551 0.0817 1.312
O 1.224 -0.369 1.808 0.2632 1.3838 -1.1690 -0.775
C -0.006 -2.406 1.887 0.5159 0.5874 -0.8828 0.625
C -0.726 -3.311 2.663 -0.5457 -0.3990 0.0882 -0.698
C -1.478 -4.318 2.081 0.0932 0.1059 0.2189 -0.759
C -1.533 -4.449 0.692 -0.0851 0.1623 0.2764 -0.522
C -0.817 -3.590 -0.107 0.7037 0.5526 -0.0588 -0.536
C 0.022 -2.601 0.462 -1.3526 -1.1369 1.2710 0.370
O 0.878 -1.990 -0.310 0.8909 2.4973 -1.7029 -0.678
H 1.056 -0.099 4.224 0.0035 -0.0080 0.0044 0.335
H 1.064 -1.854 4.474 -0.0510 -0.0222 0.0029 0.435
H -0.472 -0.995 4.318 -0.0203 -0.0592 -0.0681 0.424
H -0.722 -3.225 3.740 -0.0305 0.0404 -0.0017 0.402
H -2.049 -4.987 2.710 0.0547 -0.0367 -0.0036 0.413
H -2.151 -5.217 0.246 0.0285 -0.0259 -0.0164 0.429
H -0.812 -3.683 -1.185 -0.0225 -0.0450 0.0041 0.449
C -3.741 2.293 -2.456 0.0322 0.0713 0.0002 -1.047
C -3.178 3.200 -1.351 -0.1593 -0.1979 -0.2416 -0.398
C -1.695 3.087 -1.296 0.3492 0.2269 -0.0365 0.261
N -1.035 2.095 -0.822 -0.6600 -0.2861 0.1521 -0.515
N 0.317 2.246 -0.955 1.2878 -1.5856 0.2056 0.074
C 0.713 3.351 -1.566 -0.1088 0.4015 -0.1210 0.604
N 1.981 3.680 -1.811 -0.2569 -0.1213 0.0312 -0.326
S -0.650 4.330 -1.984 0.1022 -0.2934 0.1753 -0.099
H -4.825 2.378 -2.483 0.0055 -0.0104 0.0001 0.352
H -3.477 1.253 -2.270 -0.0291 -0.0122 0.0020 0.304
H -3.355 2.582 -3.434 -0.0162 -0.0127 -0.0161 0.338
H -3.592 2.906 -0.387 0.0753 0.0870 0.0584 0.258
H -3.456 4.235 -1.549 -0.0093 0.0232 0.1275 0.352
H 2.728 3.082 -1.509 0.1061 0.0587 -0.0043 0.100
H 2.219 4.566 -2.224 0.0410 0.0222 -0.0305 0.228
C 4.500 0.224 -1.147 0.3305 0.2645 0.0686 -0.591
O 3.151 -0.222 -1.455 -0.9247 0.1359 0.3917 -0.492
H 4.988 0.550 -2.063 -0.0637 -0.0441 -0.0088 0.288
H 5.073 -0.572 -0.679 -0.1159 -0.0432 0.0143 0.331
H 4.428 1.059 -0.453 -0.0481 -0.0272 0.0099 0.267
H 3.197 -1.118 -1.817 -0.1232 -0.0542 -0.0018 0.333
```
Forces are in eV/Å.

The total charge is +2. As for the HOMO energy (spin up / spin down): -14.265 / -14.264 eV.

(5)
DFT (ωB97M-V/def2-TZVPD) results for an isolated ion of composition C6H6NO4P and charge -2.

The geometry in XYZ format:
```
18
Properties=species:S:1:pos:R:3:forces:R:3:mulliken_charge:R:1
C 0.455 1.351 -1.200 0.6487 1.4464 -0.5627 -0.309
C 1.672 0.666 -1.657 -1.3863 -0.6871 0.4982 -0.389
C -0.607 0.924 -0.536 0.0902 -0.6718 0.7666 -0.173
C -0.767 -0.518 -0.308 -0.7757 -1.5105 1.5427 -0.332
C 2.048 -0.524 -1.072 1.4621 -0.1064 -1.2829 -0.182
C 0.427 -1.079 0.546 -1.7918 -0.7244 0.1642 0.072
N 1.613 -1.159 0.094 2.0493 0.3366 -1.4598 -0.656
O -2.695 0.975 2.074 -0.1869 0.4517 0.6776 -0.786
O -1.825 -1.341 2.959 -0.0027 0.6122 -0.0411 -0.795
O -1.959 -0.786 0.396 0.9880 0.3675 1.0614 -0.619
O -0.214 0.372 1.937 0.2794 0.2779 0.2415 -0.588
P -1.660 -0.109 2.091 -1.2809 -1.3439 -0.9817 0.796
H 0.383 2.401 -1.383 0.5680 0.9749 -0.2580 0.312
H 2.161 1.154 -2.530 0.0522 -0.8340 0.7274 0.257
H -1.335 1.536 0.032 0.4368 -0.0750 -0.9241 0.251
H -0.836 -1.049 -1.257 0.3690 -0.2498 -0.3403 0.545
H 2.939 -1.068 -1.607 -1.4626 0.8961 1.2159 0.155
H 0.200 -1.746 1.423 -0.0570 0.8395 -1.0450 0.438
```
Forces are in eV/Å.

The structure (SMILES) is O=P([O-])([O-])O[C@H]1C=CC=CN=C1. The total charge is -2. As for the HOMO energy: -0.449 eV.

Strongest force on any atom readings, ordered: 3.743; 3.063; 2.239; 3.151; 2.539 eV/Å
ΔE to the lowest compared entry with this formula, charge and spin readings, ordered: 113.0; 8.2; 0.0; 26.1; 6.4 kcal per mole